Entry from the Open Molecules 2025 dataset: 2 unconnected molecules or ions with the total composition CH2F3ISi (ωB97M-V/def2-TZVPD).

Each atom is followed by the atoms it is bonded to, with distances in Å.
Atoms and positions in Å:
1 H -1.05215 0.96185 2.09496  Si4 1.354
2 C 0.02212 0.23643 -0.24511  F3 1.337, Si4 2.020, F5 1.388, F7 1.348
3 F 0.50339 1.45867 -0.49192  C2 1.337
4 Si -1.48024 0.14724 1.10203  H1 1.354, C2 2.020, H8 1.405
5 F -0.35599 -0.28314 -1.47564  C2 1.388
6 I 3.61313 -0.78902 -2.48047  no bonds
7 F 0.84699 -0.61731 0.39298  C2 1.348
8 H -2.09725 -1.11472 1.10317  Si4 1.405

Output
ΔE to the lowest compared entry with this formula, charge and spin = 122.3 kJ/mol
max |F| = 4.22 eV/Å
frontier orbital gap (alpha / beta) = 9.3085 / 4.8488 eV
multiplicity = 1
HOMO level (alpha / beta) = -0.375 / -0.295 hartree